Entry 1:
C37H90Cl10O16 | ωB97M-V/def2-TZVPD

## Properties
Energy above the lowest of the compared OMol25 structures with the same formula, charge and spin in kJ/mol: 186.6
Total energy in Eh: -7269.058829
Orbital gap in eV: 9.6131

```
! wB97M-V def2-TZVPD RIJCOSX def2/J DEFGRID3
* xyz 0 1
H -2.0576 10.0609 0.1262
H -4.1245 -4.9452 -2.1620
C 3.0528 -3.7688 -6.7788
H -1.9988 5.8901 -3.4325
O -1.1933 4.0332 -3.4377
H -1.1358 -4.5120 3.0763
H 2.5589 -1.9854 4.6300
O 3.0469 -0.3271 3.5775
H 3.0413 -4.0661 -3.5139
H 2.2476 -3.3414 -7.3764
H 1.6895 -6.2610 1.2112
H 1.6471 -1.8813 3.2214
C -3.7279 -2.9007 5.6423
H -5.1492 -4.6340 3.6542
H 2.0319 2.0877 -1.0512
H -0.0473 0.0420 -2.0257
H 4.6418 -0.2200 -2.5743
O -2.7271 -3.7950 5.2326
Cl -3.9236 2.2139 -2.0166
Cl -3.8465 -0.1340 2.6924
H 4.4241 1.8975 2.8279
H -1.1460 6.3738 -1.0744
C 0.6303 -4.9831 5.7927
C 2.8088 0.3770 2.3081
H 4.5158 -2.0224 -5.0431
H -3.6584 -5.3540 3.0277
H 5.8757 -2.0013 -0.8191
H 0.3112 -3.6323 3.5635
O 1.6909 -4.1693 0.6213
H 0.9378 2.9590 -0.0167
C 4.1400 -2.3650 -4.0790
C 2.6462 -1.6563 3.5945
O 0.4467 6.1079 -2.3163
C 3.5491 -3.7179 -4.4134
H 4.4848 0.2455 -4.2625
O -4.7407 -4.1688 1.6782
C -0.6327 8.6115 1.7605
H 3.1650 0.5954 -3.0878
C -1.4278 9.3524 -0.4119
H 1.6124 5.2132 1.7303
O 3.2758 -1.3607 -3.6782
C 1.0689 -5.4226 0.8950
O 2.5776 -3.7046 -5.4754
H 0.0898 5.7422 1.2930
H -6.2871 -5.2830 -0.2660
O -0.1996 -5.2137 4.6761
H -1.2924 -2.4171 1.7289
C -5.3794 -5.8553 -0.0745
H -3.3150 -2.1031 6.2598
H 3.2240 -4.8225 -6.9992
H -4.2751 -3.9731 -0.2525
H -2.1271 8.5775 -0.7258
H 0.9530 7.6543 -0.9307
H -5.3412 -6.0152 2.7251
H 4.3539 -4.4065 -4.6704
C 2.6769 -4.2715 -0.4312
H 1.7317 6.1111 -0.6753
C 3.3976 1.8135 2.4710
C -4.8364 -5.7292 -2.4204
H 2.7769 -2.2763 -0.8055
C 3.5416 -3.0479 -0.7165
H 5.9002 -1.5194 0.8768
H 2.1361 7.0479 -2.1263
Cl 1.3971 5.1315 -5.6410
H -4.2368 -2.4987 4.7662
H -1.2246 9.3837 2.2518
H 1.3873 1.9100 4.7647
C -1.7938 -2.4006 0.7612
C 0.0124 -1.3199 -0.3025
C -0.7720 -3.1200 -4.4801
H 3.0818 2.1941 5.1991
C 1.3315 6.7710 -1.4451
H 3.3139 -2.3239 3.0499
C -4.7011 -5.1359 2.7967
H -2.6941 4.8755 -2.1749
H -3.9421 0.8504 0.5747
H -0.4387 4.7861 -1.0263
H -1.3921 -2.3070 -4.8577
H -4.4228 -3.4885 6.2420
H -3.3536 -5.1705 0.6245
H 1.7633 0.5148 2.0322
O 2.5404 2.7564 3.1591
H 1.0128 2.9494 -4.8676
H 0.0803 2.3563 2.1039
Cl -1.2987 -3.4630 -2.8349
H 3.9760 -3.1974 -6.8753
C 3.9322 -0.1154 -3.3950
H -1.8584 -2.2709 4.0911
O -1.3757 -1.2528 0.0588
H 0.5297 2.4902 -1.7049
H -4.5636 -6.1836 -3.3729
H 3.3038 2.1450 1.4369
C -0.9323 2.4656 2.4921
O 4.4563 -2.8505 0.3315
H 1.0867 -5.9216 6.1073
H 0.2853 -2.8663 -4.5556
H 1.2183 9.3240 2.2601
C -2.9997 0.7139 -2.2312
H -1.6345 -3.3102 0.1822
H -5.6250 -6.6676 0.6095
H 0.6153 -5.8077 -0.0183
C 0.9829 2.1695 -0.7669
H 0.3996 5.7810 3.0062
H -1.7338 4.7035 -5.3101
Cl 3.3823 3.2325 -4.6161
H -1.3743 1.4707 2.4389
H 4.0530 -3.1544 -1.6731
H 3.3133 -0.1132 1.4755
O -4.9790 -6.5702 -1.2703
Cl -1.0649 3.1824 4.1642
H -1.0349 -2.6864 5.5486
C 0.8635 5.9448 2.0336
H 4.9873 -2.5564 -3.4205
H -4.4014 2.0073 1.7193
H -2.8694 -2.2446 0.8441
H 4.7278 -0.7776 -0.2103
H -1.2441 7.7110 1.8190
O 0.4288 1.0125 -0.1817
Cl -0.9848 -4.5485 -5.4742
H -2.1667 0.7469 -1.5291
H -2.5990 0.7380 -3.2446
H 0.1342 -4.6279 6.6959
Cl -1.8500 3.5316 1.4030
C -4.3614 -4.7850 0.4697
H -5.7394 -5.1707 -2.6668
H -2.8386 3.6477 -4.5361
H 1.8544 3.5085 4.8420
C 2.2595 2.5340 4.5694
H 1.3939 -4.2217 5.6336
C -0.7227 5.5912 -1.7040
C -1.5393 -3.1255 4.6878
C -1.7696 5.1167 -2.6995
C 0.7275 8.3631 2.4149
Cl -3.9740 -0.7552 -1.9997
O 1.4754 7.2269 1.8593
C -1.7737 3.7854 -4.7240
Cl -6.2985 0.6527 1.2441
H 3.2570 -5.1700 -0.2208
C 0.4752 -0.0867 -1.0778
C 5.2492 -1.7060 0.0226
C -4.5245 0.9487 1.4908
C -0.5997 -4.1035 3.9329
H 1.4006 3.9341 -3.5065
H -1.2116 3.0047 -5.2365
O -0.3462 8.9758 0.4267
H 0.2188 -2.1564 -0.9702
H 1.5425 -0.2314 -1.2452
C 1.6796 3.7487 -4.5438
H 0.4851 -5.2730 1.8032
H 0.6088 8.2377 3.4912
H 2.1022 -4.5301 -1.3206
H 0.7054 -1.5396 0.5097
H -1.0809 9.9378 -1.2634
*
```



Entry 2:
C37H91BN8O15 | ωB97M-V/def2-TZVPD

## Properties
Energy above the lowest of the compared OMol25 structures with the same formula, charge and spin in kJ/mol: 3216.4
Total energy in Eh: -3052.981711
Orbital gap in eV: 1.0861

```
! wB97M-V def2-TZVPD RIJCOSX def2/J DEFGRID3
* xyz 4 1
C 4.0861 -3.0564 5.1955
N -6.8807 -1.2757 7.9459
H 7.3517 -4.6547 -3.7533
H -0.3648 -5.7382 -5.9333
C 0.5622 2.5251 -2.7112
H 0.3184 3.0813 -5.6058
H -1.8664 -2.6236 -4.8420
H 1.9166 2.0817 6.8651
H 1.9389 -0.9458 4.2612
H 3.8125 -0.8938 2.7394
C 2.3178 -1.9210 3.9809
H -4.1963 -5.5526 -5.1348
H -4.3963 -0.1268 6.9794
H 2.3441 2.3828 4.9055
H 0.2137 3.9693 6.9672
H 0.6843 -3.8077 5.0575
H -3.3537 -1.1539 -4.9241
O 2.4246 4.7495 7.2811
H 1.5352 -2.3201 3.3336
H 6.3281 5.9823 1.2065
H 3.9231 8.1966 -0.7279
H 2.9540 -4.9615 3.3601
H -3.9686 -2.6713 -7.5485
H 4.1917 4.7459 0.7914
H 3.8664 -2.6275 2.6195
O 0.3094 -1.9354 -5.9236
H -2.4791 -5.2765 -7.5411
H 4.2023 -3.9683 4.5882
H -4.1944 -0.6498 -1.6424
H 5.0760 -0.5518 -6.0957
H 1.2037 0.5885 7.2792
H -0.1417 4.4283 -10.2625
C 5.7866 -0.9944 -5.3800
H -1.8432 3.9598 8.2151
O -0.3033 6.5776 -4.9509
H -4.0530 -1.0078 8.4715
H -2.4997 -0.1301 -7.0745
N -5.4416 1.8192 -3.5907
C -1.5848 -4.7232 -4.3148
H -7.5440 -2.8824 9.1756
C -4.4732 0.9643 -3.0339
H 6.6260 -4.4249 -5.3582
C -3.5341 -0.0229 -6.6861
N 0.1904 1.2095 -3.5279
H 4.9274 6.2379 2.2322
H 0.6731 4.7691 2.7225
H 5.1442 7.4413 -1.8618
H -8.3001 -2.9569 7.4903
O -1.0303 1.1919 7.4921
O 1.9412 0.8122 -4.9943
C 1.0592 -5.9731 3.3347
C 1.9306 -4.7367 3.5867
C 4.1476 7.3664 -1.4235
H -4.9020 -4.8079 -6.5965
H -0.8438 1.2904 -3.6388
H -2.8114 3.0912 6.8657
H 4.7648 -0.9750 5.0146
H 2.7722 -1.0575 6.3383
C 5.3528 6.4202 1.2388
C -3.8399 -1.2813 -5.8405
C -5.5713 -1.8969 7.1771
C 2.1796 -2.0083 6.3759
H -0.3899 2.6180 -2.1306
C 3.8985 5.9234 -0.7922
C -4.3518 -4.6432 -5.7051
C -1.4029 -5.5070 -5.6621
H -2.4104 -2.2967 -7.1285
H 4.3741 -3.2143 6.2545
H -5.7748 -0.5760 -2.2467
O 2.5790 6.5722 6.2170
C -0.2583 2.0456 7.0578
H -7.2407 -0.5171 7.3660
C 4.6793 -1.9514 4.4461
O -5.7310 -2.9310 6.6032
C 3.6710 -1.8058 3.2920
H -8.3112 11.0493 4.1239
H 6.0030 -0.3232 -4.5566
N -0.5685 3.3326 6.7782
H -2.0665 -5.4474 -3.6534
H 1.0922 -2.3919 -6.3410
O 1.7470 4.3524 2.9708
H 7.4007 2.2742 -0.7194
H 1.1629 -1.6663 6.1668
H 6.6898 -1.3693 -5.8601
H -3.4573 -1.6297 6.8637
H -5.2704 0.6073 -1.0687
H 0.0237 -5.7651 3.2341
H 4.3987 -1.9408 -4.0793
H -0.9289 1.9060 -6.0343
O 2.8476 4.5447 5.2027
H -6.3978 1.7080 -3.2625
C 0.1506 2.0536 -6.0201
H -5.8102 2.8529 -5.3639
H -4.9132 -1.2921 -5.6103
H 0.6849 1.8914 -6.9263
H 2.2279 -2.5314 7.3538
H -2.2237 4.7545 6.6380
O 0.0915 -1.3797 -3.8139
H -1.8482 -6.4686 -5.4170
O 6.1016 -2.7246 -2.6917
C -7.9353 -2.3088 8.2854
C -4.2882 -1.1320 7.3687
C 0.9146 1.2752 -4.9612
H 1.6405 -4.0122 2.7932
H -6.6888 -0.8365 8.8321
H -8.7708 -1.7018 8.6275
O 2.1171 -1.9389 -4.7320
H 2.9294 7.0892 5.4641
H -3.5439 0.8347 -5.9894
C -2.4528 -3.5405 -4.6240
H 0.9830 1.3639 5.6439
N 2.5360 -2.7925 5.1751
C -4.9684 0.0453 -1.9149
O -1.1509 6.3793 -7.0454
H -5.0477 -4.0034 -5.1709
N 4.1944 5.8382 0.5281
H 3.3227 7.4000 -2.1269
C 6.0460 -3.0246 -3.8203
H 0.5752 3.3664 -3.4067
H -1.3736 -3.9702 -7.1260
N -3.1109 -3.8363 -5.9672
C 1.0396 1.5224 6.7184
C 2.6907 5.3124 6.2041
H -4.9006 3.8918 -4.2823
C 6.9807 -3.9492 -4.4706
H -4.0966 2.4010 -5.1595
C 0.8730 -1.7663 -4.6734
H 1.3286 -6.7305 4.0431
H 5.4287 7.4913 1.0631
H 1.3732 -6.3609 2.3766
H 5.6481 -2.2332 4.0415
C -3.3682 -2.4818 -6.6512
C -0.6642 6.5795 -6.0736
C -1.9862 3.7856 7.1702
O -3.3591 0.9117 -3.4679
H 7.8646 -3.3374 -4.6779
H -0.6107 -4.4898 -3.8540
H -3.1839 -3.2840 -3.8783
H -2.5979 10.1831 3.4020
C -4.9976 2.8248 -4.6470
H 2.0031 -4.7532 5.7934
H 0.3836 0.3561 -3.0478
H 1.5015 2.3892 -2.2279
H 4.5415 -2.7679 -5.4851
B 2.7884 2.1116 1.7191
C -2.0831 -4.6719 -6.6953
O 3.2075 5.0086 -1.2828
H -4.2983 0.1184 -7.4924
N 5.0520 -2.2376 -4.7712
H -1.7224 -3.4167 2.4184
H -1.6130 1.7885 11.4149
C 1.7423 -4.0944 4.9860
*
```



Entry 3:
C37H91BaN6O15 | ωB97M-V/def2-TZVPD

## Properties
Total energy in Eh: -2946.669404
<S²>: 0.750
Orbital gap (spin up / spin down) in eV: 2.7479 / 9.0375

```
! wB97M-V def2-TZVPD RIJCOSX def2/J DEFGRID3
* xyz 0 2
H 2.7693 -2.4138 0.6330
H 8.8034 0.0495 -5.0939
H -0.4512 -1.1102 2.3110
H -4.9984 -2.0904 -2.5128
H 0.0801 -3.1372 -0.2313
N 1.8682 -1.4054 5.9355
C 3.3499 6.9381 0.4465
O -6.4481 -0.6138 -1.9483
H -3.3293 -0.0671 -5.7901
H 1.6242 -5.4292 -1.5375
H 4.7057 5.3849 1.0635
H -6.1474 0.8645 2.1795
C 0.4631 -1.8343 6.0938
H 2.1116 1.6796 3.9183
H 2.5265 7.2272 -0.2067
C -5.5545 -0.9164 -4.2102
C -1.8820 -4.0015 0.1699
C -1.9188 0.1928 -1.0028
O -3.2036 2.6919 -3.8108
H -5.4714 -1.7225 -4.9392
H -6.4079 -0.3167 -4.5266
H -2.3641 -3.0309 0.0529
N 2.7508 4.5963 0.8231
H 3.8155 9.1064 1.9574
H -3.5636 -3.9106 -1.9654
H 5.2235 -2.2572 -1.8431
H 7.4567 -2.3855 -2.6531
H 5.5890 0.2448 4.5616
C 1.8215 2.3745 1.4173
H -8.0923 0.1081 -1.0480
O -2.6865 -4.9952 -0.3975
C 2.9331 8.5117 2.1934
H -8.2137 -1.5528 -1.5252
H 2.4099 -4.5196 -0.2691
C -2.7526 1.6790 -4.6940
H -5.0343 -2.1127 1.5440
H -2.3982 4.3922 -2.6990
C 6.7974 -1.8635 -3.3466
H 3.4866 0.6624 -2.5961
H -8.3078 -0.2456 -2.7829
C -3.9400 3.9943 0.7082
H 4.2470 -7.6525 1.4980
H 2.1288 -6.6748 1.1671
H -5.6660 5.2530 0.2076
H 1.3583 3.1670 4.5908
H 1.8889 -0.6722 5.2411
C -5.1172 0.5660 1.9853
H -5.5901 3.0365 1.0070
H -4.0277 2.1732 2.9302
O -0.2414 -0.3995 4.1984
H 0.4832 -2.8487 6.4922
H -1.3849 -1.9453 4.9414
O -2.1008 1.4096 -0.7246
C -5.8904 -1.5749 -2.8688
H -0.6048 0.3380 0.0050
H -2.3203 2.0612 -5.6188
O 7.3329 -0.6486 -3.9016
H -1.5605 3.9208 -4.1551
C 4.1010 -8.0750 0.5039
H 1.5370 -7.5172 -0.2258
C 8.4865 -0.9072 -4.6785
C -7.8449 -0.5816 -1.8550
H -3.1443 1.5501 1.6001
H -0.0674 -1.1915 6.7963
H 2.1349 -2.5024 4.1847
H -3.8687 4.4446 1.6983
H 2.5249 -2.1017 -1.7257
H -2.9452 3.8363 0.2916
H 6.5872 -2.6212 -4.1015
C 1.9247 2.7420 3.7621
H 2.0850 -0.8132 1.0094
H 5.8434 -0.7360 3.1149
C 2.5879 -2.3865 5.1693
H 2.8669 3.2779 3.6475
H 1.6840 -0.6020 -1.3922
H -0.1991 -5.9380 0.1149
C -5.5334 -1.5028 0.7910
C 3.9945 -1.8581 4.8547
H 4.0696 5.2029 -0.5783
C -5.5929 5.2638 -2.3948
H -4.4855 1.2620 -5.6310
H 4.6417 -0.6317 -4.2309
C 5.1138 -0.1343 3.6569
H 3.6655 -1.2791 1.6600
H -5.3362 6.3208 -2.3253
C -2.1028 3.5286 -3.2947
H 5.1107 -8.2744 0.1451
H 5.7517 -0.6014 -1.9460
C 1.6979 -5.3237 -0.4551
H 9.2968 -1.4025 -4.1435
H -4.0849 5.9023 -0.1220
C 2.6690 -1.0321 -1.5730
H -4.7676 -0.1380 2.7405
H 3.5451 2.7053 0.1140
H 2.5259 -3.4138 5.5282
C 3.0028 -1.3620 0.7986
C -4.6763 4.9876 -0.1640
H -5.5243 5.0444 -3.4603
H -0.2573 0.6171 2.4673
C -0.4602 -4.0377 -0.5232
C -3.7839 0.6302 -5.0863
H 4.4771 -1.6140 5.8010
C 5.4731 -1.4654 -2.5493
O -0.8752 -0.4520 -0.4687
H -3.6555 -0.4969 -3.4351
H 2.5732 8.5401 3.2218
Ba -4.8494 1.5717 -1.6464
O 3.5226 -7.0745 -0.2967
C -0.7590 -0.2475 2.9019
H 3.8520 2.9576 1.7619
H -5.2551 -2.0627 -0.1018
N -4.6349 2.7361 0.8752
O -2.7956 -0.3979 -1.6509
O -5.0630 -0.1500 0.6620
H 4.9379 0.8000 3.1238
H -6.6399 5.0393 -2.1912
O 3.1711 7.1786 1.8834
H 0.0306 -2.4954 4.1161
O 3.8898 -0.6378 4.0303
H 3.5784 -9.0299 0.5584
H 1.0865 2.2282 0.6259
H 2.2241 1.4226 1.7635
H -1.8384 -0.0963 2.9094
H -6.6114 -2.3870 -2.9623
H 2.5492 -0.2764 -3.5917
C -4.1590 1.7892 1.9185
C -0.3279 -1.7227 4.7962
H 8.4043 -1.5536 -5.5522
H -1.3938 2.9994 -2.6580
N 0.3590 -5.0988 0.1804
O 3.5968 -0.9340 -0.4526
C 3.0967 3.1534 1.0007
H -1.8936 1.1573 -4.2721
N 4.3310 -1.1757 -3.4387
H -0.5487 -4.1679 -1.6018
C 2.1868 -6.6968 0.0789
O 1.1744 2.9386 2.5366
H 4.6503 -2.6133 4.4215
H -1.8103 -4.2514 1.2285
H -3.8812 -5.5892 -2.0111
C -3.1136 -4.8724 -1.7192
N -4.3904 -0.0525 -3.9665
H -2.3252 -5.0762 -2.4437
H 2.4565 5.0314 1.6858
H -6.6170 -1.5174 0.9089
O -4.7741 4.5025 -1.5274
C 3.8133 5.4786 0.4447
H 4.2436 7.4877 0.1510
C 3.3024 -0.3900 -2.8120
H 2.1023 8.9578 1.6466
*
```